[1]
Entry from the OMol25 dataset: C45H38N3O4RuS as an isolated structure (the ωB97M-V functional and the def2-TZVPD basis).

## Properties
HOMO level (alpha / beta) = -11.05 / -11.07 eV
M = 818.0 g/mol
E = -73352.13164 eV
charge = +1
Kohn-Sham gap (alpha / beta) = 8.6 / 6.5 eV
multiplicity = 5

Positions of all 92 atoms, in Å:
Ru -0.02 0.02 -0.33
O 1.33 1.35 -0.34
C 2.09 1.79 0.76
C 2.54 0.54 1.54
C 1.45 -0.12 2.34
C 1.68 -0.42 3.67
C 0.67 -0.96 4.44
C -0.56 -1.17 3.84
C -0.74 -0.89 2.50
C -2.09 -1.27 1.92
C -2.46 -0.74 0.53
O -1.45 -1.22 -0.35
C -3.81 -1.33 0.12
C -3.89 -2.26 -0.90
C -5.13 -2.79 -1.26
C -6.28 -2.38 -0.61
C -6.20 -1.45 0.42
C -4.97 -0.92 0.78
C -2.57 0.78 0.42
C -2.92 1.33 -0.94
C -3.76 2.64 -0.99
C -3.79 3.40 0.30
C -3.19 2.95 1.40
C -2.64 1.59 1.48
N 0.26 -0.38 1.76
C 3.31 2.54 0.22
C 3.43 2.83 -1.13
C 4.53 3.54 -1.60
C 5.52 3.96 -0.73
C 5.41 3.68 0.62
C 4.31 2.98 1.10
C 1.26 2.76 1.59
C 1.42 2.90 2.96
C 0.70 3.85 3.67
C -0.20 4.67 3.02
C -0.37 4.54 1.64
C 0.35 3.59 0.94
H 3.36 0.78 2.22
H 2.95 -0.15 0.80
H 2.65 -0.22 4.09
H 0.83 -1.20 5.48
H -1.39 -1.58 4.41
H -2.86 -1.03 2.65
H -2.09 -2.36 1.81
H -2.99 -2.57 -1.41
H -5.19 -3.51 -2.06
H -7.24 -2.79 -0.89
H -7.09 -1.13 0.94
H -4.91 -0.18 1.57
H -3.35 0.53 -1.55
H -4.76 2.52 -1.42
H -4.28 4.36 0.29
H -3.18 3.55 2.29
H -2.42 1.22 2.47
H 2.65 2.52 -1.81
H 4.60 3.76 -2.66
H 6.38 4.51 -1.10
H 6.17 4.01 1.31
H 4.22 2.79 2.16
H 2.13 2.27 3.50
H 0.84 3.94 4.74
H -0.75 5.42 3.57
H -1.07 5.19 1.13
H 0.22 3.49 -0.13
C 5.17 1.83 -5.93
C 3.96 1.21 -5.29
C 3.95 0.88 -3.94
C 2.84 0.31 -3.35
C 1.71 0.08 -4.12
C 1.69 0.39 -5.48
C 2.81 0.96 -6.05
S 0.31 -0.68 -3.38
O 0.79 -1.67 -2.44
O -0.64 -1.00 -4.39
N -0.35 0.45 -2.34
C -1.10 1.47 -2.71
C -1.20 2.00 -4.04
C -2.23 2.89 -4.36
C -3.02 3.46 -3.40
C -2.71 3.22 -1.98
N -1.87 2.03 -1.76
H 6.00 1.89 -5.23
H 4.94 2.84 -6.29
H 5.49 1.25 -6.80
H 4.84 1.06 -3.34
H 2.85 0.05 -2.30
H 0.82 0.15 -6.07
H 2.81 1.19 -7.11
H -0.55 1.62 -4.81
H -2.39 3.14 -5.41
H -3.80 4.17 -3.65
H -2.23 4.12 -1.57

=====

[2]
Entry from the OMol25 dataset: C45H39InN5O3P2 as an isolated structure (the ωB97M-V functional and the def2-TZVPD basis).

## Properties
HOMO level = -9.48 eV
M = 874.6 g/mol
E = -84637.39697 eV
energy above the lowest of the compared OMol25 structures with the same formula, charge and spin = 43.5 kJ/mol
charge = +1
Kohn-Sham gap = 5.9 eV

Positions of all 95 atoms, in Å:
In -0.02 -1.36 0.98
C -2.32 -0.26 2.89
P -0.59 0.40 3.00
C -0.77 2.19 2.77
C 0.19 2.87 2.02
C 0.12 4.24 1.86
C -0.92 4.95 2.44
C -1.88 4.28 3.19
C -1.81 2.91 3.36
C -0.10 0.24 4.75
C -0.32 -0.97 5.41
C 0.12 -1.14 6.72
C 0.78 -0.11 7.37
C 1.01 1.09 6.71
C 0.58 1.26 5.40
C -2.73 -0.05 1.47
C -3.81 0.62 0.94
C -3.63 0.64 -0.46
C -2.45 -0.01 -0.74
C -1.72 -0.02 -2.05
P -0.30 1.20 -1.91
C 0.55 1.09 -3.53
C 1.62 1.98 -3.71
C 2.35 1.98 -4.89
C 2.03 1.07 -5.89
C 0.99 0.18 -5.72
C 0.25 0.19 -4.54
C -1.25 2.76 -2.14
C -1.73 3.41 -1.00
C -2.52 4.54 -1.11
C -2.85 5.04 -2.36
C -2.37 4.40 -3.50
C -1.58 3.27 -3.39
N -1.89 -0.44 0.45
H -2.28 -1.32 3.14
H -2.99 0.24 3.58
H 0.99 2.30 1.55
H 0.87 4.76 1.28
H -0.98 6.02 2.32
H -2.69 4.84 3.65
H -2.55 2.41 3.96
H -0.84 -1.78 4.92
H -0.07 -2.07 7.24
H 1.12 -0.23 8.39
H 1.53 1.90 7.21
H 0.76 2.20 4.89
H -4.64 1.04 1.50
H -4.30 1.08 -1.18
H -1.32 -1.01 -2.29
H -2.39 0.29 -2.85
H 1.85 2.69 -2.92
H 3.15 2.69 -5.03
H 2.60 1.07 -6.82
H 0.74 -0.52 -6.51
H -0.59 -0.49 -4.43
H -1.48 3.03 -0.02
H -2.89 5.03 -0.22
H -3.47 5.92 -2.45
H -2.62 4.79 -4.48
H -1.21 2.79 -4.29
N 2.95 -2.22 4.16
C 2.22 -2.19 3.04
O 2.09 -1.14 2.39
C 1.55 -3.47 2.59
C 0.10 -3.23 2.18
H 3.40 -1.38 4.49
H 3.04 -3.06 4.71
H 1.64 -4.23 3.38
H 2.13 -3.82 1.73
H -0.53 -3.15 3.08
H -0.27 -4.06 1.59
O 1.02 -5.71 -4.95
N 1.71 -4.71 -4.97
O 2.47 -4.41 -5.86
C 1.64 -3.81 -3.81
C 2.74 -3.06 -3.57
C 2.80 -2.18 -2.45
C 3.90 -1.34 -2.21
C 3.86 -0.47 -1.15
C 2.73 -0.45 -0.33
N 1.69 -1.25 -0.53
C 1.71 -2.11 -1.57
C 0.55 -2.93 -1.82
N -0.46 -2.82 -0.94
C -1.59 -3.45 -1.16
C -1.79 -4.24 -2.30
C -0.76 -4.40 -3.19
C 0.48 -3.75 -2.96
H 3.58 -3.13 -4.24
H 4.76 -1.39 -2.86
H 4.68 0.21 -0.95
H 2.65 0.23 0.51
H -2.37 -3.31 -0.42
H -2.74 -4.71 -2.48
H -0.89 -5.01 -4.07

=====

[3]
Entry from the OMol25 dataset: C45H40BrCl2F9N4O3P2SZr as an isolated structure in a non-equilibrium geometry (the ωB97M-V functional and the def2-TZVPD basis).

## Properties
HOMO level = -13.08 eV
M = 1191.9 g/mol
E = -209648.21039 eV
energy above the lowest of the compared OMol25 structures with the same formula, charge and spin = 49.8 kJ/mol
charge = +2
Kohn-Sham gap = 7.3 eV

Positions of all 108 atoms, in Å:
Zr -0.27 -0.50 0.54
F -5.03 -4.93 2.45
C -4.26 -3.86 2.51
C -3.68 -3.36 1.34
F -3.89 -3.94 0.17
C -2.88 -2.25 1.45
F -2.27 -1.80 0.29
C -2.59 -1.59 2.63
S -1.60 -0.14 2.68
C -3.18 -2.12 3.78
F -2.95 -1.55 4.96
C -4.00 -3.24 3.72
F -4.53 -3.72 4.83
F 1.32 4.50 6.08
C 1.41 3.43 5.32
C 2.13 2.32 5.74
F 2.73 2.32 6.91
C 2.21 1.21 4.91
F 2.94 0.18 5.33
C 1.57 1.16 3.67
P 1.76 -0.33 2.64
C 3.52 -0.22 2.19
C 3.88 0.90 1.43
C 5.20 1.11 1.07
C 6.17 0.20 1.46
C 5.82 -0.90 2.23
C 4.50 -1.11 2.61
C 1.49 -1.75 3.72
C 0.67 -1.65 4.85
C 0.37 -2.78 5.59
C 0.88 -4.02 5.21
C 1.68 -4.13 4.09
C 1.98 -3.00 3.34
C 0.89 2.30 3.26
Br 0.09 2.45 1.55
C 0.80 3.42 4.07
F 0.15 4.50 3.66
H 3.13 1.63 1.15
H 5.47 1.98 0.49
H 7.21 0.36 1.18
H 6.58 -1.59 2.56
H 4.27 -1.94 3.24
H 0.26 -0.70 5.15
H -0.25 -2.70 6.46
H 0.65 -4.90 5.80
H 2.08 -5.09 3.79
H 2.58 -3.11 2.44
N 1.41 0.47 -0.67
C 2.32 0.76 -1.31
C 3.45 1.12 -2.09
C 3.72 2.47 -2.34
C 4.84 2.80 -3.08
C 5.67 1.79 -3.56
C 5.39 0.45 -3.31
C 4.28 0.10 -2.56
H 3.06 3.24 -1.95
H 5.06 3.83 -3.29
H 6.54 2.06 -4.14
H 6.05 -0.32 -3.69
H 4.06 -0.93 -2.35
O -1.56 0.76 -0.49
P -2.14 0.86 -1.92
N -3.53 0.02 -1.98
C -4.23 -0.28 -3.26
C -5.71 -0.37 -2.86
C -5.81 0.49 -1.60
C -4.51 0.16 -0.88
N -2.31 2.47 -2.15
C -3.19 3.05 -3.18
C -2.83 4.54 -3.17
C -1.39 4.56 -2.69
C -1.36 3.47 -1.63
N -1.10 0.23 -3.02
C -1.01 -1.20 -3.42
C -0.76 -1.10 -4.91
C 0.23 0.06 -4.97
C -0.33 1.06 -3.96
H -3.88 -1.21 -3.69
H -4.06 0.52 -3.98
H -5.97 -1.40 -2.63
H -6.37 -0.04 -3.66
H -6.68 0.24 -0.99
H -5.86 1.55 -1.84
H -4.59 -0.79 -0.35
H -4.19 0.92 -0.17
H -4.24 2.88 -2.93
H -2.99 2.61 -4.16
H -3.48 5.07 -2.47
H -2.97 5.00 -4.15
H -1.09 5.53 -2.29
H -0.71 4.31 -3.50
H -1.70 3.84 -0.66
H -0.37 3.03 -1.50
H -1.91 -1.74 -3.12
H -0.16 -1.67 -2.92
H -1.68 -0.86 -5.44
H -0.36 -2.02 -5.33
H 0.35 0.50 -5.96
H 1.21 -0.29 -4.65
H -0.98 1.79 -4.44
H 0.46 1.62 -3.45
Cl -0.25 -4.84 -1.64
C 0.40 -4.49 -0.05
Cl 2.11 -4.92 0.10
C 0.29 -3.02 0.26
O 0.57 -2.13 -0.61
O -0.11 -2.62 1.38
H -0.16 -5.05 0.70

=====

[4]
Entry from the OMol25 dataset: C45H40Cl5N7O2RuS as an isolated structure in a non-equilibrium geometry (the ωB97M-V functional and the def2-TZVPD basis).

## Properties
HOMO level (alpha / beta) = -3.45 / -4.01 eV
M = 1021.3 g/mol
E = -137870.51916 eV
energy above the lowest of the compared OMol25 structures with the same formula, charge and spin = 270.6 kJ/mol
charge = -1
Kohn-Sham gap (alpha / beta) = 5.7 / 6.2 eV
multiplicity = 2

Positions of all 101 atoms, in Å:
Ru 0.83 0.43 -0.55
C 2.87 1.11 3.72
C 3.50 1.72 2.49
C 4.88 2.10 2.76
C 5.82 2.67 2.00
C 5.53 3.17 0.63
C 3.34 2.35 -0.04
C 2.74 2.25 -2.57
C 2.83 1.83 1.31
N 1.51 1.37 1.21
C 0.57 1.75 2.07
O 0.61 2.54 3.01
C -0.77 1.08 1.78
C -1.84 1.38 2.60
C -3.09 0.88 2.28
C -3.20 0.03 1.20
C -2.06 -0.29 0.45
N -0.88 0.28 0.70
C -2.22 -1.45 -0.50
O -3.25 -2.11 -0.35
N -1.26 -1.87 -1.35
C -1.51 -3.21 -1.85
C -2.29 -3.44 -2.98
C -3.17 -2.39 -3.60
C -2.33 -4.73 -3.50
C -1.65 -5.77 -2.89
C -0.98 -5.54 -1.71
C -0.92 -4.27 -1.15
C -0.31 -4.10 0.21
H 3.63 0.65 4.34
H 2.12 0.35 3.48
H 2.34 1.86 4.30
H 5.21 1.85 3.76
H 6.81 2.81 2.39
H 4.85 2.69 -1.29
H 3.66 2.79 -2.82
H 1.95 3.00 -2.51
H 2.55 1.59 -3.41
H -1.65 2.04 3.43
H -3.96 1.12 2.87
H -4.13 -0.46 0.93
H -3.23 -1.50 -2.98
H -4.18 -2.79 -3.70
H -2.82 -2.10 -4.59
H -2.93 -4.92 -4.38
H -1.68 -6.77 -3.32
H -0.49 -6.36 -1.19
H 0.64 -4.62 0.30
H -0.99 -4.52 0.96
H -0.14 -3.06 0.47
S 1.47 -2.69 -3.60
C 0.23 -1.69 -4.32
C -0.47 -0.99 -3.42
C -0.08 -1.15 -1.99
C 1.11 -2.03 -2.04
C 1.93 -2.25 -0.91
C 2.89 -3.27 -0.78
C 3.62 -3.38 0.37
C 3.36 -2.48 1.42
C 2.42 -1.50 1.22
N 1.71 -1.35 0.09
H 0.07 -1.72 -5.38
H -1.33 -0.40 -3.70
H 3.05 -3.95 -1.61
H 4.37 -4.14 0.47
H 3.91 -2.52 2.35
H 2.20 -0.78 1.99
C -1.26 2.65 -5.27
C 0.04 2.00 -4.83
N -0.08 1.69 -3.43
C -0.63 2.51 -2.50
N -0.35 2.28 -1.24
C -0.92 3.22 -0.28
C -1.26 4.58 -0.85
C -2.15 4.39 -2.06
N -1.50 3.47 -2.97
C -1.51 3.85 -4.38
H -2.07 1.94 -5.17
H -1.20 2.97 -6.32
H 0.89 2.67 -5.03
H 0.22 1.07 -5.36
H 0.63 1.10 -3.00
H -0.22 3.34 0.54
H -1.84 2.80 0.14
H -0.36 5.10 -1.17
H -1.76 5.19 -0.10
H -2.31 5.33 -2.58
H -3.14 4.00 -1.77
H -0.75 4.62 -4.57
H -2.48 4.29 -4.59
Cl 3.99 -0.73 -2.58
C 3.90 0.43 -1.30
C 2.83 1.45 -1.27
C 3.38 3.85 0.07
Cl 2.01 4.87 -0.18
C 4.54 4.30 0.54
Cl 4.88 5.89 1.07
C 4.90 2.20 -0.32
Cl 7.14 3.75 -0.07
C 4.94 0.72 -0.50
Cl 6.21 -0.33 0.04

=====

[5]
Entry from the OMol25 dataset: C45H40N5O4V as an isolated structure in a non-equilibrium geometry (the ωB97M-V functional and the def2-TZVPD basis).

## Properties
HOMO level (alpha / beta) = -8.21 / -8.24 eV
M = 765.8 g/mol
E = -88647.04413 eV
energy above the lowest of the compared OMol25 structures with the same formula, charge and spin = 0.0 kJ/mol
charge = 0
Kohn-Sham gap (alpha / beta) = 7.2 / 7.1 eV
multiplicity = 3

Positions of all 95 atoms, in Å:
V -0.70 0.28 0.01
C 1.27 2.80 -1.85
C 0.01 2.53 -2.63
C 0.11 2.61 -4.03
C -0.94 2.59 -4.89
C -2.18 2.41 -4.33
C -2.36 2.33 -2.96
C -3.77 2.44 -2.40
C -1.28 2.35 -2.12
N -1.44 2.03 -0.73
C -2.07 2.85 0.14
O -2.61 3.93 -0.06
C -2.26 2.18 1.51
C -2.92 2.86 2.56
C -3.08 2.06 3.72
C -2.70 0.69 3.76
C -2.05 0.17 2.69
N -1.87 0.94 1.58
C -1.62 -1.31 2.49
O -1.88 -2.17 3.28
N -1.01 -1.47 1.26
C -0.72 -2.78 0.81
C -1.72 -3.66 0.45
C -3.16 -3.30 0.52
C -1.31 -4.97 0.16
C 0.00 -5.30 0.10
C 0.99 -4.37 0.37
C 0.63 -3.11 0.81
C 1.64 -2.18 1.45
H 1.15 3.82 -1.45
H 1.43 2.13 -1.07
H 2.19 2.69 -2.45
H 1.06 2.86 -4.48
H -0.77 2.68 -6.02
H -3.13 2.42 -4.92
H -3.90 1.65 -1.72
H -3.77 3.41 -1.87
H -4.52 2.31 -3.18
H -3.19 3.88 2.40
H -3.38 2.50 4.70
H -2.72 0.12 4.68
H -3.23 -2.21 0.70
H -3.76 -3.66 -0.32
H -3.51 -3.77 1.41
H -2.04 -5.78 0.01
H 0.41 -6.19 -0.25
H 2.05 -4.66 0.37
H 1.45 -2.11 2.50
H 2.65 -2.59 1.35
H 1.67 -1.09 1.07
C 2.73 -0.76 -2.61
C 1.98 -0.46 -1.43
N 0.66 -0.48 -1.46
C 0.03 -0.88 -2.61
C 0.70 -1.26 -3.79
C 2.12 -1.26 -3.74
C -0.01 -1.67 -5.00
C -1.35 -1.82 -4.94
C -2.06 -1.43 -3.72
C -3.45 -1.47 -3.69
C -4.04 -1.26 -2.51
C -3.32 -0.83 -1.40
N -2.04 -0.67 -1.44
C -1.38 -0.90 -2.64
H 3.77 -0.58 -2.72
H 2.48 -0.17 -0.58
H 2.73 -1.53 -4.57
H 0.59 -1.83 -5.92
H -1.90 -2.24 -5.76
H -4.06 -1.74 -4.59
H -5.11 -1.32 -2.37
H -3.90 -0.61 -0.48
C 5.79 -0.01 5.10
C 4.66 0.41 4.21
C 4.91 1.15 3.11
C 3.89 1.64 2.30
C 4.20 2.38 1.05
C 2.57 1.41 2.65
C 2.28 0.65 3.78
C 0.87 0.30 4.14
C 3.36 0.18 4.55
C 1.39 1.96 1.78
O 1.05 3.08 1.91
O 0.95 1.03 0.96
H 5.79 0.83 5.81
H 6.74 -0.09 4.57
H 5.73 -0.93 5.67
H 5.98 1.37 2.91
H 4.60 3.40 1.21
H 3.36 2.36 0.37
H 5.06 1.93 0.64
H 0.14 1.08 3.89
H 0.72 0.01 5.17
H 0.51 -0.52 3.50
H 3.14 -0.27 5.55

=====

Question: Number 4 is which compound?
Answer: C45H40Cl5N7O2RuS

=====

Question: Which of these has the lowest M?
Answer: C45H40N5O4V

=====

Question: The lowest M belongs to which entry?
Answer: C45H40N5O4V

=====

Repeat the second record exactly.
Entry from the OMol25 dataset: C45H39InN5O3P2 as an isolated structure (the ωB97M-V functional and the def2-TZVPD basis).

## Properties
HOMO level = -9.48 eV
M = 874.6 g/mol
E = -84637.39697 eV
energy above the lowest of the compared OMol25 structures with the same formula, charge and spin = 43.5 kJ/mol
charge = +1
Kohn-Sham gap = 5.9 eV

Positions of all 95 atoms, in Å:
In -0.02 -1.36 0.98
C -2.32 -0.26 2.89
P -0.59 0.40 3.00
C -0.77 2.19 2.77
C 0.19 2.87 2.02
C 0.12 4.24 1.86
C -0.92 4.95 2.44
C -1.88 4.28 3.19
C -1.81 2.91 3.36
C -0.10 0.24 4.75
C -0.32 -0.97 5.41
C 0.12 -1.14 6.72
C 0.78 -0.11 7.37
C 1.01 1.09 6.71
C 0.58 1.26 5.40
C -2.73 -0.05 1.47
C -3.81 0.62 0.94
C -3.63 0.64 -0.46
C -2.45 -0.01 -0.74
C -1.72 -0.02 -2.05
P -0.30 1.20 -1.91
C 0.55 1.09 -3.53
C 1.62 1.98 -3.71
C 2.35 1.98 -4.89
C 2.03 1.07 -5.89
C 0.99 0.18 -5.72
C 0.25 0.19 -4.54
C -1.25 2.76 -2.14
C -1.73 3.41 -1.00
C -2.52 4.54 -1.11
C -2.85 5.04 -2.36
C -2.37 4.40 -3.50
C -1.58 3.27 -3.39
N -1.89 -0.44 0.45
H -2.28 -1.32 3.14
H -2.99 0.24 3.58
H 0.99 2.30 1.55
H 0.87 4.76 1.28
H -0.98 6.02 2.32
H -2.69 4.84 3.65
H -2.55 2.41 3.96
H -0.84 -1.78 4.92
H -0.07 -2.07 7.24
H 1.12 -0.23 8.39
H 1.53 1.90 7.21
H 0.76 2.20 4.89
H -4.64 1.04 1.50
H -4.30 1.08 -1.18
H -1.32 -1.01 -2.29
H -2.39 0.29 -2.85
H 1.85 2.69 -2.92
H 3.15 2.69 -5.03
H 2.60 1.07 -6.82
H 0.74 -0.52 -6.51
H -0.59 -0.49 -4.43
H -1.48 3.03 -0.02
H -2.89 5.03 -0.22
H -3.47 5.92 -2.45
H -2.62 4.79 -4.48
H -1.21 2.79 -4.29
N 2.95 -2.22 4.16
C 2.22 -2.19 3.04
O 2.09 -1.14 2.39
C 1.55 -3.47 2.59
C 0.10 -3.23 2.18
H 3.40 -1.38 4.49
H 3.04 -3.06 4.71
H 1.64 -4.23 3.38
H 2.13 -3.82 1.73
H -0.53 -3.15 3.08
H -0.27 -4.06 1.59
O 1.02 -5.71 -4.95
N 1.71 -4.71 -4.97
O 2.47 -4.41 -5.86
C 1.64 -3.81 -3.81
C 2.74 -3.06 -3.57
C 2.80 -2.18 -2.45
C 3.90 -1.34 -2.21
C 3.86 -0.47 -1.15
C 2.73 -0.45 -0.33
N 1.69 -1.25 -0.53
C 1.71 -2.11 -1.57
C 0.55 -2.93 -1.82
N -0.46 -2.82 -0.94
C -1.59 -3.45 -1.16
C -1.79 -4.24 -2.30
C -0.76 -4.40 -3.19
C 0.48 -3.75 -2.96
H 3.58 -3.13 -4.24
H 4.76 -1.39 -2.86
H 4.68 0.21 -0.95
H 2.65 0.23 0.51
H -2.37 -3.31 -0.42
H -2.74 -4.71 -2.48
H -0.89 -5.01 -4.07